Run a
The following is a DFT calculation (ωB97M-V with the def2-TZVPD basis set) of one molecule with the formula CH3N2PS.

Properties
SMILES string	C1N=NPS1
net charge	0
lowest unoccupied orbital energy	0.4	eV

Each line ends with the natural charge from an NBO analysis.
Positions of all 8 atoms, in Å:
C1 0.653 -0.118 -0.503  -0.3937
N1 0.118 1.231 -0.404  -0.0887
N2 -1.029 1.461 -0.169  -0.3022
P1 -2.280 0.121 0.014  0.5261
S1 -0.754 -1.319 -0.201  -0.1872
H1 1.137 -0.208 -1.579  0.2491
H2 1.267 -0.341 0.351  0.2385
H3 -2.299 0.237 1.431  -0.0419

***

Run b
The following is a DFT calculation (ωB97M-V with the def2-TZVPD basis set) of one molecule with the formula CH3N2PS.

Properties
SMILES string	N#C[P@H](N)=S
net charge	0
lowest unoccupied orbital energy	0.4	eV

Each line ends with the natural charge from an NBO analysis.
Positions of all 8 atoms, in Å:
N1 1.466 2.238 0.299  -0.2691
C1 0.613 1.541 -0.028  -0.0902
P1 -0.490 0.118 -0.495  1.2226
N2 0.074 -1.072 0.471  -1.1898
S1 -1.039 -0.442 -2.206  -0.4428
H1 -1.437 0.463 0.433  -0.0729
H2 0.802 -1.792 0.064  0.4255
H3 0.011 -1.052 1.462  0.4167

***

Energy ordering: run b at the bottom, the next structure 30.9 kcal/mol above.

***

Run a
The following is a DFT calculation (ωB97M-V with the def2-TZVPD basis set) of a 2-piece molecular cluster, C5H14 overall.

Properties
SMILES string	CCC.CC
net charge	0
lowest unoccupied orbital energy	1.2	eV

Each line ends with the natural charge from an NBO analysis.
Positions of all 19 atoms, in Å:
C1 0.761 -2.699 -1.114  -0.6248
C2 0.900 -1.778 0.083  -0.3934
C3 1.464 -0.381 -0.275  -0.5992
H1 0.494 -2.340 -2.105  0.2110
H2 0.014 -3.445 -0.815  0.2088
H3 1.653 -3.314 -1.278  0.2052
H4 -0.025 -1.643 0.646  0.1924
H5 1.554 -2.180 0.860  0.1973
H6 2.470 -0.491 -0.627  0.2019
H7 0.862 0.046 -1.077  0.1955
H8 1.309 0.246 0.595  0.2061
C4 -0.899 1.789 0.971  -0.6316
C5 -2.005 2.596 0.295  -0.6218
H9 -0.022 1.698 0.355  0.2159
H10 -0.391 2.376 1.740  0.2060
H11 -1.272 0.894 1.457  0.2112
H12 -2.237 3.564 0.755  0.2043
H13 -2.990 2.144 0.214  0.2099
H14 -1.639 2.920 -0.682  0.2050

***

Run b
The following is a DFT calculation (ωB97M-V with the def2-TZVPD basis set) of a 2-piece molecular cluster, C5H14 overall.

Properties
SMILES string	CCC.CC
net charge	0
lowest unoccupied orbital energy	1.1	eV

Each line ends with the natural charge from an NBO analysis.
Positions of all 19 atoms, in Å:
C1 0.350 -1.046 -1.249  -0.6111
C2 0.473 0.302 -1.979  -0.4069
C3 -0.795 0.622 -2.716  -0.6139
H1 -0.293 -1.145 -0.379  0.2084
H2 1.331 -1.236 -0.767  0.2057
H3 0.110 -1.806 -1.993  0.2021
H4 0.729 1.088 -1.230  0.1918
H5 1.400 0.374 -2.534  0.2036
H6 -1.019 -0.181 -3.465  0.2034
H7 -1.590 0.780 -1.960  0.2067
H8 -0.840 1.585 -3.262  0.2105
C4 0.212 0.592 3.225  -0.6145
C5 -0.176 -0.455 2.189  -0.6227
H9 0.777 0.209 4.076  0.2078
H10 0.686 1.450 2.765  0.2051
H11 -0.650 1.002 3.757  0.2018
H12 -0.956 -0.160 1.484  0.2074
H13 -0.316 -1.428 2.655  0.2101
H14 0.567 -0.548 1.384  0.2046

***

Energy ordering: run b at the bottom, the next structure 1.2 kcal/mol above.